(1)
113
Properties=species:S:1:pos:R:3:forces:R:3:mulliken_charge:R:1 method="wB97M-V/def2-TZVPD" homo_energy_ev="-12.175 / -12.167" charge=+2 gap_ev="5.86 / 5.51" e_above_lowest_kcal_mol=0.0 multiplicity=2 mol_weight_g_mol=1132.226
Re 1.2368 -0.0901 -0.1645 -0.44 -0.63 0.51 1.80
S -0.8088 1.1913 -0.1133 0.19 -0.15 -0.50 -0.72
C -2.0603 0.3724 0.6577 0.06 -0.06 0.13 -0.50
N -3.2371 0.9270 0.8433 -0.03 -0.06 -0.02 0.20
C -4.3604 0.1457 1.3763 0.00 -0.04 -0.03 -0.82
C -3.8593 -0.8452 2.3881 0.01 -0.02 -0.02 -0.61
N -2.7740 -1.6368 1.8047 -0.08 -0.02 -0.01 0.37
C -2.6457 -3.0243 2.2810 0.02 0.00 0.01 -0.80
C -3.9179 -3.7965 2.0435 0.00 0.00 0.00 0.21
C -4.5659 -4.4257 3.0974 0.00 0.00 0.00 -0.25
C -5.7334 -5.1441 2.8702 -0.01 0.01 0.00 -0.69
C -6.2597 -5.2255 1.5910 0.01 -0.01 0.00 -0.42
C -5.6150 -4.5954 0.5327 -0.01 0.01 0.01 -0.76
C -4.4473 -3.8855 0.7582 0.01 -0.01 0.00 -0.08
C -1.8323 -1.0282 1.1038 0.06 0.06 0.13 0.85
S -0.3493 -1.7138 0.7652 0.14 0.14 -0.18 -0.54
C -3.4913 2.3140 0.4292 -0.02 0.02 -0.02 -1.62
C -2.8695 3.3133 1.3749 -0.02 0.06 0.02 0.92
C -2.0353 4.3059 0.8782 0.03 0.03 0.02 0.12
C -1.4995 5.2625 1.7290 0.00 -0.02 0.00 -0.88
C -1.7945 5.2279 3.0836 -0.03 0.01 0.02 -0.21
C -2.6242 4.2342 3.5871 -0.09 0.10 -0.07 -1.17
C -3.1574 3.2794 2.7357 -0.05 0.03 -0.04 0.04
H -4.8645 -0.3644 0.5502 -0.01 0.02 0.00 0.30
H -5.0657 0.8336 1.8366 0.02 0.00 0.01 0.52
H -4.6614 -1.5257 2.6659 0.01 -0.01 0.00 0.52
H -3.4902 -0.3448 3.2886 0.01 0.01 0.01 0.23
H -2.3983 -2.9967 3.3458 0.01 0.00 0.00 0.36
H -1.8069 -3.4828 1.7614 -0.02 0.01 -0.02 0.39
H -4.1577 -4.3618 4.0993 0.00 0.00 0.00 0.38
H -6.2308 -5.6366 3.6946 0.00 0.00 0.00 0.41
H -7.1695 -5.7829 1.4146 0.00 0.00 0.00 0.41
H -6.0214 -4.6669 -0.4674 0.00 0.00 0.00 0.41
H -3.9374 -3.4055 -0.0713 0.00 0.00 0.00 0.44
H -4.5739 2.4299 0.3779 0.02 0.01 0.02 0.74
H -3.0938 2.4504 -0.5763 -0.01 0.01 -0.05 0.20
H -1.8068 4.3338 -0.1813 -0.01 0.00 -0.01 0.38
H -0.8581 6.0386 1.3333 0.00 0.01 0.00 0.46
H -1.3859 5.9783 3.7467 0.01 0.00 0.01 0.44
H -2.8627 4.2095 4.6419 -0.01 0.00 0.01 0.41
H -3.8138 2.5167 3.1405 -0.01 0.00 0.00 0.24
N 1.8006 2.7974 -0.5560 0.04 -0.02 -0.06 0.73
C 2.4656 3.8907 -0.1822 -0.01 0.00 0.01 -0.52
C 3.1258 3.5993 0.9971 0.02 0.01 0.00 -1.77
C 2.8338 2.2683 1.2569 -0.12 -0.01 0.03 -0.51
N 2.0209 1.7791 0.3107 0.23 0.12 0.06 0.82
H 1.3656 2.5559 -1.4476 -0.08 0.01 -0.05 -0.22
H 2.4381 4.7896 -0.7753 0.00 0.00 -0.01 0.64
H 3.7460 4.2576 1.5779 0.00 0.00 0.01 0.59
H 3.1466 1.6443 2.0738 0.01 -0.01 0.02 0.65
C 2.0919 -5.0312 -2.2299 -0.01 -0.01 0.01 -0.87
N 1.4267 -3.7405 -2.3845 -0.02 0.00 0.03 0.50
C 0.6723 -3.5342 -3.6142 0.01 0.01 -0.03 -0.91
C 1.5532 -2.8124 -1.4741 0.04 0.00 0.03 0.48
O 1.0578 -1.6564 -1.5802 -0.09 0.09 -0.05 -1.69
H 2.8432 -5.1504 -3.0098 0.00 0.00 0.00 0.35
H 1.3585 -5.8318 -2.3133 0.00 0.00 0.00 0.36
H 2.5769 -5.0842 -1.2587 0.00 0.00 0.00 0.28
H 1.3390 -3.6352 -4.4704 0.01 0.01 0.00 0.35
H 0.2275 -2.5453 -3.6082 -0.01 0.02 0.00 0.23
H -0.1083 -4.2912 -3.6844 0.01 0.00 0.00 0.36
H 2.1285 -3.0862 -0.5922 -0.02 -0.01 0.02 0.11
C 0.3094 1.4950 5.4078 0.01 -0.03 -0.03 -1.07
C -0.1160 1.9342 4.1382 -0.01 0.04 0.09 -0.72
C 0.3103 1.3048 3.0020 0.02 0.00 -0.02 0.74
C 1.1920 0.1909 3.0423 -0.09 0.01 -0.01 -0.13
C 1.6616 -0.5167 1.8842 0.19 0.05 -0.01 0.46
C 2.4699 -1.6154 2.0865 0.08 0.04 -0.03 0.61
C 2.8979 -2.0319 3.3599 -0.06 0.05 0.04 -1.42
C 2.4770 -1.3562 4.4657 0.01 0.00 -0.02 -0.99
C 1.6119 -0.2456 4.3312 0.00 -0.01 0.03 1.20
C 1.1581 0.4316 5.4924 -0.01 0.00 -0.01 -0.84
H -0.0267 2.0035 6.3011 0.00 0.00 0.02 0.45
H -0.7783 2.7882 4.0550 0.16 -0.14 0.02 0.33
H -0.0213 1.6959 2.0530 0.10 0.03 0.13 0.37
H 2.8391 -2.1739 1.2373 0.00 -0.01 -0.02 -0.04
H 3.5589 -2.8840 3.4474 0.00 0.00 0.00 0.53
H 2.7914 -1.6569 5.4571 0.00 -0.01 0.01 0.43
H 1.5044 0.0787 6.4559 0.00 0.00 0.01 0.47
F 5.4953 0.6708 -2.8257 0.02 0.03 0.03 -0.30
C 4.5444 0.7910 -1.9037 -0.07 0.00 -0.04 -0.50
F 3.3833 1.0130 -2.5441 0.20 0.15 0.30 0.11
F 4.8074 1.8775 -1.1731 -0.07 -0.02 0.01 -0.31
C 4.4040 -0.4870 -1.0122 0.15 0.06 0.24 0.99
O 3.1807 -0.6174 -0.4466 -0.41 0.13 -0.44 0.84
C 4.7002 -1.7391 -1.8976 -0.01 -0.04 0.01 -0.02
F 4.3720 -2.8655 -1.2425 0.05 0.03 -0.03 -0.24
F 3.9260 -1.7026 -3.0002 0.06 -0.05 0.01 -0.15
F 5.9646 -1.8415 -2.2733 -0.04 -0.02 0.02 -0.24
C 5.4657 -0.4267 0.1381 0.04 0.02 -0.06 0.38
F 6.6679 -0.0767 -0.3173 -0.04 0.00 0.03 -0.26
F 5.0894 0.4576 1.0652 0.03 -0.04 -0.03 -0.18
F 5.5663 -1.6167 0.7367 0.01 0.03 -0.02 -0.22
C 1.9906 -0.1782 -4.5680 -0.02 -0.11 -0.10 -0.87
N 1.1584 0.9853 -4.8056 0.05 0.03 -0.03 0.25
C 1.4751 1.7075 -6.0334 -0.04 -0.03 -0.01 -1.21
C 0.4345 1.5197 -3.7944 0.01 0.01 -0.05 0.14
O 0.6648 1.2412 -2.5905 -0.07 0.16 0.06 0.19
N -0.5593 2.3857 -4.1427 0.09 0.01 -0.01 0.09
C -1.1684 3.2470 -3.1520 -0.01 -0.01 0.04 -0.97
C -1.3268 2.2645 -5.3770 -0.01 -0.03 0.01 -1.27
H 1.7973 -0.9227 -5.3438 -0.02 0.00 -0.01 0.56
H 1.7669 -0.5922 -3.5912 0.00 -0.01 -0.08 -0.39
H 3.0473 0.0888 -4.6054 -0.09 -0.05 -0.07 0.38
H 2.5599 1.8004 -6.1105 0.00 -0.01 -0.01 0.37
H 1.0511 2.7053 -6.0190 0.01 0.01 0.01 0.41
H 1.1135 1.1757 -6.9150 -0.01 0.01 0.00 0.34
H -0.4850 3.4476 -2.3335 0.06 -0.01 0.03 0.02
H -2.0760 2.7977 -2.7406 -0.05 -0.02 0.03 0.41
H -1.4363 4.1940 -3.6215 0.00 0.00 0.00 0.55
H -1.0607 1.3533 -5.9028 0.00 -0.01 -0.01 0.39
H -1.1761 3.1180 -6.0397 0.00 0.01 0.01 0.34
H -2.3875 2.2142 -5.1234 0.00 -0.01 0.00 0.41


(2)
103
Properties=species:S:1:pos:R:3:forces:R:3:mulliken_charge:R:1 method="wB97M-V/def2-TZVPD" homo_energy_ev=-4.650 charge=-1 gap_ev=7.08 e_above_lowest_kcal_mol=4.1 mol_weight_g_mol=916.009
Y -0.8171 0.9625 -0.2509 -0.10 0.01 0.04 -1.65
S -0.3613 0.8823 2.4744 0.04 -0.01 0.01 -0.80
P 1.0353 2.2486 1.8506 -0.01 -0.02 -0.05 2.90
C 1.1320 2.2905 0.1785 -0.14 0.01 0.16 0.19
P 2.5579 2.2092 -0.7104 0.15 -0.01 -0.13 2.13
S 3.4298 0.4264 -1.0577 -0.04 0.01 0.00 -0.74
C 2.2135 3.0140 -2.3207 0.04 -0.01 -0.03 0.20
C 1.1398 3.8888 -2.4452 -0.01 -0.02 0.01 0.16
C 0.8873 4.5252 -3.6530 0.00 0.02 0.00 -0.81
C 1.7036 4.2862 -4.7491 0.01 -0.01 0.01 -0.62
C 2.7727 3.4071 -4.6326 -0.02 0.01 0.00 -0.78
C 3.0255 2.7745 -3.4245 0.00 0.00 0.02 -0.59
C 3.8462 3.3286 -0.0195 0.02 0.01 -0.02 0.20
C 5.1165 2.8809 0.3154 0.00 -0.01 0.00 -0.58
C 6.0416 3.7509 0.8807 0.00 -0.01 -0.01 -0.70
C 5.7057 5.0757 1.1102 -0.01 0.00 0.00 -0.44
C 4.4375 5.5339 0.7696 0.02 0.00 0.02 -0.70
C 3.5165 4.6641 0.2099 -0.02 -0.01 -0.01 -0.31
C 0.4671 3.8239 2.5838 -0.02 0.00 0.02 -0.03
C 0.2606 3.9426 3.9576 0.03 0.00 0.01 -0.56
C -0.2005 5.1319 4.4944 0.00 0.02 -0.01 -0.71
C -0.4771 6.2111 3.6596 0.00 0.00 0.02 -0.52
C -0.2937 6.0917 2.2919 0.00 -0.01 -0.01 -1.23
C 0.1802 4.8989 1.7565 0.00 0.00 -0.02 0.17
C 2.6144 1.9396 2.7127 -0.01 -0.02 0.05 0.15
C 3.1504 0.6556 2.6637 -0.01 0.00 -0.01 -0.04
C 4.3948 0.3912 3.2112 0.02 0.01 0.01 -0.57
C 5.1187 1.4112 3.8150 0.01 0.00 -0.01 -0.52
C 4.5969 2.6952 3.8595 0.00 -0.01 0.01 -0.72
C 3.3513 2.9600 3.3077 -0.02 0.01 0.01 -0.41
H 0.4849 4.0340 -1.5929 0.00 0.01 0.00 0.04
H 0.0445 5.2015 -3.7400 0.00 0.00 0.00 0.46
H 1.5012 4.7744 -5.6949 0.00 0.00 0.00 0.37
H 3.4029 3.2033 -5.4897 0.00 0.00 0.00 0.40
H 3.8382 2.0643 -3.3333 0.00 0.00 0.00 0.39
H 5.3641 1.8411 0.1409 0.01 0.00 0.00 0.36
H 7.0252 3.3862 1.1520 0.00 0.00 0.00 0.41
H 6.4265 5.7515 1.5550 0.00 0.00 0.00 0.37
H 4.1656 6.5678 0.9455 0.00 0.00 0.00 0.42
H 2.5258 5.0203 -0.0471 0.00 0.00 0.00 0.18
H 0.4547 3.0931 4.6025 0.00 0.00 0.00 0.40
H -0.3559 5.2188 5.5627 0.00 0.00 0.00 0.41
H -0.8471 7.1387 4.0789 0.00 0.00 0.00 0.37
H -0.5263 6.9225 1.6372 0.00 0.00 0.00 0.45
H 0.3114 4.7724 0.6876 0.00 0.02 0.01 0.45
H 2.5895 -0.1325 2.1792 -0.01 0.00 0.00 -0.07
H 4.8052 -0.6094 3.1564 0.00 0.00 0.00 0.41
H 6.0947 1.2070 4.2387 0.00 0.00 0.00 0.37
H 5.1659 3.4995 4.3095 0.00 0.00 0.00 0.39
H 2.9625 3.9697 3.3291 -0.01 0.01 0.00 0.32
C -5.1838 3.4574 -6.3375 -0.02 0.01 -0.02 -1.53
C -4.1700 2.6145 -5.6139 0.04 -0.01 0.03 1.14
C -4.2343 1.2246 -5.6556 -0.01 -0.01 0.00 -0.88
C -3.3224 0.4492 -4.9584 -0.01 0.02 -0.01 -0.59
C -2.3365 1.0679 -4.2050 -0.08 -0.04 -0.01 -0.21
C -2.2425 2.4497 -4.1598 0.01 0.00 0.02 0.16
C -3.1575 3.2114 -4.8678 -0.02 0.03 -0.01 -1.01
S -1.2505 0.0712 -3.2309 0.27 0.12 0.08 1.30
O -0.8775 -1.0684 -4.0260 0.00 0.02 0.01 -0.77
O -0.2089 0.9911 -2.7531 -0.04 -0.12 -0.11 -0.06
N -2.0127 -0.2544 -1.9019 -0.19 -0.09 -0.06 0.42
C -2.5698 -1.4081 -1.4344 0.09 0.08 0.01 0.47
C -3.0727 -2.4754 -2.1926 0.00 0.00 0.04 -0.87
C -3.6527 -3.5287 -1.5209 -0.01 -0.01 0.03 -0.48
C -3.7264 -3.5154 -0.1286 0.00 -0.02 -0.04 -0.81
C -3.1814 -2.4327 0.5343 0.06 0.02 -0.01 -0.53
N -2.6051 -1.4077 -0.0899 -0.01 0.02 0.03 0.13
H -5.7171 2.8762 -7.0896 0.00 0.00 0.00 0.37
H -4.7110 4.3062 -6.8329 0.00 0.00 0.01 0.36
H -5.9230 3.8549 -5.6385 0.00 0.00 0.01 0.29
H -5.0095 0.7441 -6.2412 0.00 0.00 0.00 0.34
H -3.3698 -0.6313 -5.0018 0.00 0.00 0.00 0.39
H -1.4542 2.9117 -3.5805 -0.01 -0.02 -0.01 0.27
H -3.0871 4.2929 -4.8338 0.00 0.00 0.00 0.39
H -2.9837 -2.4598 -3.2690 0.00 0.01 0.00 0.43
H -4.0528 -4.3662 -2.0800 0.00 0.00 0.01 0.42
H -4.1838 -4.3237 0.4241 0.00 0.00 -0.01 0.42
H -3.1916 -2.3798 1.6179 -0.01 0.01 0.00 0.44
C 1.4628 -3.2178 -0.3736 0.02 -0.03 0.00 -1.48
C 0.8584 -2.0464 0.3715 -0.03 0.02 -0.04 0.26
O 0.6525 -0.9405 -0.5057 0.03 -0.02 -0.02 0.64
H 1.5919 -4.0698 0.2978 0.00 0.00 0.00 0.43
H 2.4388 -2.9486 -0.7807 0.00 0.01 0.00 0.30
H 0.8161 -3.5149 -1.2002 0.00 0.00 0.00 0.31
H 1.4900 -1.7383 1.2085 0.02 -0.01 0.00 0.01
H -0.1215 -2.2999 0.7771 0.01 0.00 0.00 0.28
H 1.5369 -0.5695 -0.7733 -0.01 -0.03 0.01 -0.69
C -5.2737 4.0794 0.0166 -0.01 0.01 0.02 -1.21
Si -4.2411 2.4968 -0.1438 0.00 -0.01 -0.01 0.28
C -4.9932 1.5620 -1.6018 0.00 -0.01 -0.01 -0.47
C -4.5747 1.5008 1.4243 0.01 0.00 0.00 -0.87
C -2.4481 2.7739 -0.3539 0.04 0.02 -0.01 -0.04
H -6.3356 3.8626 0.1691 0.00 0.01 0.00 0.27
H -5.1798 4.6929 -0.8839 0.00 0.00 0.00 0.29
H -4.9257 4.6799 0.8615 0.00 0.00 0.00 0.28
H -6.0768 1.4645 -1.4858 0.00 0.00 0.00 0.48
H -4.5675 0.5607 -1.6968 0.00 0.01 0.00 0.02
H -4.8019 2.0884 -2.5426 0.00 0.00 0.00 -0.04
H -5.6453 1.3815 1.6144 0.00 0.00 0.00 0.33
H -4.1260 1.9934 2.2915 -0.01 0.00 0.00 0.29
H -4.1283 0.5058 1.3485 0.00 -0.01 0.00 0.07
H -2.0824 3.4339 0.4496 -0.01 0.00 0.00 0.17
H -2.2496 3.2968 -1.3032 -0.01 0.00 -0.01 0.14